This record from the OMol25 dataset describes a structure of composition C9H19Hg2O5S2 in a non-equilibrium geometry. The level of theory is the ωB97M-V functional and the def2-TZVPD basis.

Geometry as XYZ:
```
37
Properties=species:S:1:pos:R:3:lowdin_charge:R:1
Hg -2.89647 5.42731 0.55013 0.67
Hg 0.20967 3.35735 -5.58328 0.66
C -0.05087 0.92840 -1.30835 -0.08
O -0.70734 2.14044 -1.63648 0.02
H 0.42261 0.63642 -2.24572 0.14
H 0.66507 0.87178 -0.48839 0.10
H -0.86944 0.22426 -1.15931 0.13
C 6.48220 -0.11238 -0.92135 -0.19
C 6.68064 -1.35375 -1.74865 -0.17
C 5.88630 -1.09509 -3.07536 -0.17
S 6.08297 0.63790 -3.50275 0.78
O 4.80839 1.31814 -3.70947 -0.28
O 7.08966 0.77268 -4.57714 -0.23
C 6.68950 1.06751 -1.86264 -0.18
H 7.21657 -0.09146 -0.11614 0.14
H 5.44094 -0.05750 -0.60376 0.12
H 6.43143 -2.35042 -1.38446 0.14
H 7.73853 -1.47695 -1.98054 0.13
H 4.81548 -1.26925 -2.96990 0.11
H 6.20161 -1.61089 -3.98235 0.12
H 6.33626 2.07973 -1.66589 0.12
H 7.75288 1.14282 -2.08991 0.12
C -6.78575 -1.65272 2.28573 -0.18
C -5.87631 -1.99371 3.47775 -0.16
C -5.60389 -0.77600 4.36118 -0.12
S -6.00954 0.71476 3.35159 0.84
O -4.80391 1.50738 3.04434 -0.27
O -7.09828 1.29851 4.11102 -0.20
C -6.58311 -0.26242 1.82795 -0.14
H -7.85672 -1.61837 2.48558 0.14
H -6.53604 -2.33831 1.47597 0.15
H -4.92253 -2.41817 3.16430 0.13
H -6.36384 -2.85371 3.93690 0.14
H -4.59568 -0.52352 4.68960 0.12
H -6.22357 -0.61908 5.24406 0.12
H -5.75038 0.04772 1.19671 0.11
H -7.41710 0.30070 1.40907 0.13
```

Summary:
molecular weight: 672.6 g mol⁻¹
charge: +3
DFT total energy: -49856.3453 eV
LUMO level: -15.14 eV
relative energy (zero: lowest compared OMol25 entry of this formula, charge and spin): 99.7 kcal/mol
multiplicity: 1
HOMO-LUMO gap: 1.180 eV

=====

This record from the OMol25 dataset describes a structure of composition H2O4S3 in a non-equilibrium geometry. The level of theory is the ωB97M-V functional and the def2-TZVPD basis.

Geometry as XYZ:
```
9
Properties=species:S:1:pos:R:3:lowdin_charge:R:1
O 0.11679 -0.72057 1.14738 -0.38
O -0.58529 1.67671 1.46930 -0.22
O 1.19805 0.97658 -0.70739 -0.74
O -1.61568 0.42408 -0.31126 -0.69
S 2.07582 -0.29369 -0.89781 0.76
S -1.66766 -1.07716 -1.00974 0.82
S -0.31472 0.58736 0.65384 0.62
H 3.18481 0.21600 -0.27686 -0.10
H -2.39212 -1.78931 -0.06745 -0.08
```

Summary:
molecular weight: 162.2 g mol⁻¹
charge: 0
DFT total energy: -40724.1283 eV
LUMO level (alpha / beta): -1.13 / -1.13 eV
relative energy (zero: lowest compared OMol25 entry of this formula, charge and spin): 36.0 kcal/mol
multiplicity: 1
HOMO-LUMO gap (alpha / beta): 7.971 / 7.967 eV